# 1
ORCA calculation (the ωB97M-V functional and the def2-TZVPD basis) on an isolated ion of composition C4H6BrN2O and charge +1 in a non-equilibrium geometry.

Last column: Mulliken charge in e.
Positions of all 14 atoms, in Å:
N1 -0.869 0.774 0.813  -0.1590
H1 -1.265 1.584 1.206  0.2441
Br1 1.957 0.552 -2.602  0.0043
H2 -0.526 -0.502 2.541  0.3465
C1 1.057 -0.087 -1.169  -0.4164
C2 -0.324 -0.270 1.432  0.1154
O1 -1.602 0.504 -1.372  -0.4023
H3 2.174 -1.732 -0.377  0.2853
H4 -2.192 -0.216 -1.138  0.3602
N2 0.492 -1.141 0.898  -0.0755
H5 -0.419 2.207 -0.924  0.3826
C3 1.258 -0.983 -0.239  0.1782
H6 0.982 -1.788 1.499  0.3388
C4 -0.723 1.099 -0.568  -0.2023

Summary:
spin multiplicity = 1
total charge = +1
DFT total energy = -2914.3966 hartree
relative energy (zero: lowest compared OMol25 entry of this formula, charge and spin) = 63.1 kcal per mole
HOMO-LUMO gap = 8.30 eV
HOMO = -12.61 eV



# 2
ORCA calculation (the ωB97M-V functional and the def2-TZVPD basis) on C4H6BrN2O2 as an isolated structure in a non-equilibrium geometry.

Last column: Mulliken charge in e.
Positions of all 15 atoms, in Å:
H1 -0.549 0.240 -1.887  0.2903
O1 0.998 3.300 -0.855  -0.6781
H2 -0.745 -1.207 -0.450  0.3035
C1 -0.011 -0.528 -0.056  -0.6249
C2 0.037 0.634 -1.060  -0.6289
C3 0.392 2.803 0.048  0.6198
O2 0.455 2.905 1.242  -0.6720
H3 -1.135 -0.605 1.754  0.4616
Br1 -3.021 0.275 -0.119  -0.1705
N1 -0.579 1.809 -0.554  -0.1301
H4 0.874 -0.977 0.243  0.3831
H5 0.985 0.846 -1.478  0.4260
H6 -0.006 0.838 1.841  0.2777
N2 -1.628 1.105 0.750  -0.2763
C4 -0.654 0.102 1.196  -0.5811

Summary:
spin multiplicity = 1
total charge = -1
DFT total energy = -2989.9845 hartree
relative energy (zero: lowest compared OMol25 entry of this formula, charge and spin) = 1.1 kcal per mole
HOMO-LUMO gap = 7.67 eV
HOMO = -4.48 eV



# 3
ORCA calculation (the ωB97M-V functional and the def2-TZVPD basis) on a 2-piece molecular cluster, C4H6BrNS overall.

Last column: Mulliken charge in e.
Positions of all 13 atoms, in Å:
H1 -1.451 0.952 -0.552  0.2394
Br1 -5.125 0.015 0.055  -0.2073
S1 2.157 0.818 0.404  -0.1555
H2 3.532 -1.194 0.651  0.3981
H3 1.468 -2.659 -0.109  0.3991
C1 0.537 0.385 -0.144  0.5687
H4 -0.226 1.935 -1.362  0.2648
H5 -4.304 -0.519 1.060  0.2008
C2 1.483 -1.589 -0.015  -0.4365
C3 -0.478 1.422 -0.433  -0.8925
C4 2.553 -0.854 0.386  -0.2087
N1 0.369 -0.877 -0.302  -0.4949
H6 -0.517 2.165 0.361  0.3244

Summary:
spin multiplicity = 1
SMILES = Cc1nccs1.Br
total charge = 0
DFT total energy = -3182.9703 hartree
relative energy (zero: lowest compared OMol25 entry of this formula, charge and spin) = 0.0 kcal per mole
HOMO-LUMO gap = 9.83 eV
HOMO = -9.08 eV



# 4
ORCA calculation (the ωB97M-V functional and the def2-TZVPD basis) on C4H6CeO2 as an isolated structure in a non-equilibrium geometry.

Last column: Mulliken spin population.
Positions of all 13 atoms, in Å:
O1 -0.057 -0.362 -0.604  -0.0036
H1 -1.984 -1.213 1.376  0.0022
O2 1.782 -1.415 0.438  -0.0015
H2 0.505 -0.511 1.626  -0.0006
C1 -2.263 -0.825 0.377  -0.0013
C2 -1.224 -1.197 -0.640  -0.0020
H3 -3.882 0.092 1.184  0.0002
H4 1.205 -2.239 0.656  -0.0005
H5 -0.823 -2.207 -0.444  -0.0023
C3 0.961 -0.329 0.630  -0.0156
Ce1 0.731 1.829 -0.391  1.0054
H6 -1.667 -1.244 -1.644  0.0022
C4 -3.298 0.031 0.241  0.0174

Summary:
spin multiplicity = 2
total charge = +1
DFT total energy = -781.0437 hartree
relative energy (zero: lowest compared OMol25 entry of this formula, charge and spin) = 122.0 kcal per mole
HOMO-LUMO gap (alpha / beta) = 3.54 / 3.54 eV
HOMO (alpha / beta) = -9.74 / -9.63 eV